Entry 1:
Entry from the OMol25 dataset: a structure of composition C34H22ClF5MgN4O3 in a non-equilibrium geometry (the ωB97M-V functional and the def2-TZVPD basis).

```
70
Properties=species:S:1:pos:R:3:forces:R:3
H -4.922 0.595 3.708 0.01 0.01 -0.02
C 2.889 0.189 1.262 -0.10 0.12 0.38
C -1.026 -1.801 4.266 0.17 -0.04 -0.07
F 0.177 3.251 -5.085 0.02 0.03 -0.05
C 0.280 -2.005 2.271 -0.10 0.05 -0.20
N 1.631 0.498 1.316 -0.04 -0.11 -0.21
C -0.059 2.173 -2.961 -0.23 0.04 0.19
C -0.821 2.636 5.838 -0.01 0.01 0.05
C 2.695 -0.486 -1.091 0.20 0.02 0.11
C 3.349 -1.061 -2.339 -0.08 0.06 0.04
C -0.640 2.245 3.464 -0.17 0.11 0.07
H 3.768 1.501 2.713 0.00 -0.02 0.06
F -2.557 2.677 -0.436 -0.06 -0.07 0.04
C -1.992 -1.095 3.519 0.08 0.00 -0.31
F -2.022 4.776 -4.565 -0.03 0.09 -0.09
H -4.520 0.484 -3.215 0.00 -0.01 0.03
O 1.499 -0.126 -1.207 0.91 -0.42 -0.67
H -1.609 -0.871 -6.031 0.02 -0.01 0.00
C -0.481 3.094 -3.911 0.11 -0.06 -0.02
H -3.189 4.379 4.161 0.01 -0.01 -0.03
H 2.784 -1.945 -2.645 0.01 0.01 -0.02
C 3.789 0.440 2.455 -0.02 -0.01 -0.11
Mg -0.118 0.279 -0.244 -0.04 -0.14 -0.16
O -0.620 1.624 1.164 -0.17 0.23 0.81
C -1.727 3.092 3.258 0.03 -0.10 -0.10
F -3.347 4.449 -2.201 -0.02 0.04 -0.04
Cl -4.179 0.365 -6.035 -0.08 0.03 -0.12
N -2.344 -0.238 -0.025 0.09 0.29 -0.38
C -2.248 3.697 -2.465 -0.09 -0.02 0.16
C -0.193 2.023 4.767 -0.02 -0.02 -0.08
C -0.001 1.595 2.281 0.43 -0.08 -0.20
H -4.259 -0.145 -0.820 0.02 0.07 0.02
C -1.451 -0.999 -2.585 -0.26 -0.22 -0.07
H 4.816 0.139 2.244 -0.01 -0.03 -0.04
H 3.275 -0.330 -3.147 -0.02 0.00 0.01
C -3.153 -0.160 -4.712 -0.05 0.01 0.07
C -0.683 1.929 -1.744 -0.33 0.54 -0.51
H -3.349 -0.642 5.139 -0.01 0.00 -0.01
H 0.646 1.354 4.905 0.02 0.00 0.01
H -0.152 -1.637 -4.181 -0.01 0.00 0.02
C -1.592 3.870 -3.664 0.03 -0.09 0.10
C -3.170 -0.546 4.073 -0.12 0.13 0.00
H -2.386 3.971 6.467 -0.01 0.00 -0.01
N 1.179 1.063 2.492 -0.07 0.19 0.48
H 4.489 -0.659 0.080 -0.01 -0.02 -0.03
C -1.734 -0.932 2.136 -0.23 -0.10 0.32
H -2.068 3.229 2.239 0.00 0.00 0.00
H -1.187 -1.959 5.327 0.01 0.02 0.01
C -2.738 -0.363 -2.350 0.26 -0.11 -0.15
H -4.504 0.856 1.287 0.01 -0.01 -0.02
C 3.443 -0.379 0.080 0.09 -0.12 -0.11
C 0.102 -2.261 3.643 -0.13 -0.07 0.25
H 4.394 -1.331 -2.179 0.00 0.00 0.01
H 1.189 -2.310 1.762 0.03 0.05 0.03
C -1.117 -1.189 -3.975 0.13 0.01 -0.05
C -3.563 0.013 -3.417 0.01 0.05 -0.01
C -2.687 -0.260 1.303 -0.62 -0.03 0.51
C -1.917 -0.759 -4.998 -0.05 -0.01 0.15
N -0.602 -1.373 1.542 0.18 -0.06 0.19
C -3.812 0.282 1.891 0.25 -0.02 -0.31
H 3.418 -0.105 3.326 0.00 0.04 0.02
C -1.898 3.492 5.625 -0.01 -0.02 0.02
C -1.784 2.756 -1.558 0.28 -0.08 -0.20
C -3.174 -0.204 -0.998 -0.24 -0.18 0.30
O -0.702 -1.411 -1.665 -0.03 0.12 -0.33
F 1.050 1.488 -3.336 0.06 -0.07 -0.07
H -0.476 2.447 6.849 0.01 0.01 -0.01
C -2.347 3.716 4.330 -0.05 0.05 0.10
H 0.863 -2.797 4.196 0.02 0.02 -0.02
C -4.039 0.142 3.271 0.02 -0.09 0.28
```
Positions in Å, forces in eV/Å.

Values from the calculation:
Charge: -2
HOMO-LUMO gap (eV): 5.5
Energy above the lowest of the compared OMol25 structures with the same formula, charge and spin (kcal per mole): 23.4
Largest force on an atom (hartree/bohr): 0.0235
HOMO (eV): -1.051
E_tot (Ha): -2913.3589

Atom charges from the natural (NBO) analysis, given in e for atoms 1 to 6: H 0.198; C 0.252; C -0.138; F -0.331; C 0.092; N -0.446

=====

Entry 2:
Entry from the OMol25 dataset: a structure of composition C6H5BaO3 in a non-equilibrium geometry (the ωB97M-V functional and the def2-TZVPD basis).

```
15
Properties=species:S:1:pos:R:3:forces:R:3
H -4.009 1.958 -0.358 0.05 -0.24 0.10
Ba 1.664 0.357 0.176 0.12 -0.01 -0.07
H -5.864 -1.903 -0.961 -1.47 0.83 -0.28
H -4.312 -0.104 1.962 0.33 0.46 -0.30
O 4.268 -0.115 0.267 -1.91 0.35 0.02
C -4.712 0.297 1.014 1.81 -1.02 1.82
O -1.366 0.379 -0.208 0.02 0.25 0.45
C -2.475 0.698 0.021 0.28 -0.24 -0.42
H -7.447 -0.851 -0.101 -0.05 -0.33 -0.68
O 6.529 -0.582 0.135 -0.88 0.17 0.03
C -3.719 1.045 0.172 -0.03 0.44 -0.19
C -6.401 -1.029 -0.382 1.91 -2.79 0.21
H -5.530 0.964 1.376 -0.06 -0.39 -0.53
C 5.412 -0.353 0.197 2.63 -0.50 -0.07
C -5.416 -0.787 0.374 -2.76 3.01 -0.09
```
Positions in Å, forces in eV/Å.

Values from the calculation:
Charge: +3
HOMO-LUMO gap (eV): 8.2
Energy above the lowest of the compared OMol25 structures with the same formula, charge and spin (kcal per mole): 0.0
Largest force on an atom (hartree/bohr): 0.0794
HOMO (eV): -19.976
E_tot (Ha): -481.6858

Atom charges from the natural (NBO) analysis, given in e for atoms 1 to 6: H 0.334; Ba 1.984; H 0.370; H 0.290; O -0.759; C -0.565

=====

Entry 3:
Entry from the OMol25 dataset: an isolated molecule of C4H5NO in a non-equilibrium geometry (the ωB97M-V functional and the def2-TZVPD basis).

```
11
Properties=species:S:1:pos:R:3:forces:R:3
C -0.566 -0.244 0.157 -0.22 -0.21 0.40
H 1.441 0.092 1.094 -0.29 0.00 -0.36
H -1.366 -0.980 0.201 -0.28 0.25 0.31
H 0.920 -1.606 1.084 -0.22 0.24 -0.37
C 0.568 -0.566 1.130 -0.07 0.08 -0.08
H -1.424 0.406 -1.818 0.22 -0.05 0.22
N 1.682 0.125 -1.817 0.46 1.23 -0.87
O -0.977 1.134 0.113 -0.11 0.05 0.21
C -0.613 0.540 -1.098 -0.05 -0.09 -0.10
H 0.142 -0.458 2.138 -0.01 0.06 -0.22
C 0.706 0.735 -1.703 0.56 -1.55 0.86
```
Positions in Å, forces in eV/Å.

Values from the calculation:
SMILES: C[C@H]1O[C@H]1C#N
HOMO-LUMO gap (eV): 11.3
Energy above the lowest of the compared OMol25 structures with the same formula, charge and spin (kcal per mole): 55.9
Largest force on an atom (hartree/bohr): 0.0362
HOMO (eV): -10.719
E_tot (Ha): -285.3254

Atom charges from the natural (NBO) analysis, given in e for atoms 1 to 6: C 0.093; H 0.235; H 0.180; H 0.228; C -0.647; H 0.217

=====

Entry 4:
Entry from the OMol25 dataset: a cluster of 2 separate species, C3H5BrN3 in total in a non-equilibrium geometry (the ωB97M-V functional and the def2-TZVPD basis).

```
12
Properties=species:S:1:pos:R:3:forces:R:3
N -1.619 0.720 -0.313 -2.52 0.52 0.02
N 0.573 1.259 0.224 -0.01 2.09 0.67
C -1.389 -0.507 -0.244 -1.08 -1.76 -1.53
H -2.269 -1.210 -0.646 2.27 1.11 1.28
H -0.869 2.698 -0.422 0.76 -1.49 0.45
H 0.117 -1.944 0.629 -0.21 1.31 -1.00
N 0.868 0.014 0.539 2.39 0.14 2.27
C 0.030 -0.997 -0.013 -0.36 -2.57 1.94
C -0.630 1.617 -0.169 1.88 0.52 -0.05
Br 3.372 -0.281 -0.176 -1.83 0.05 0.42
H 1.346 -0.169 1.535 -1.43 0.95 -2.66
H 0.470 -1.200 -0.943 0.13 -0.86 -1.82
```
Positions in Å, forces in eV/Å.

Values from the calculation:
Charge: +1
HOMO-LUMO gap (alpha / beta) (eV): 5.9 / 5.9
Energy above the lowest of the compared OMol25 structures with the same formula, charge and spin (kcal per mole): 106.1
Largest force on an atom (hartree/bohr): 0.0642
HOMO (alpha / beta) (eV): -14.429 / -14.479
E_tot (Ha): -2855.1387

Atom charges from the natural (NBO) analysis, given in e for atoms 1 to 6: N -0.446; N -0.220; C 0.240; H 0.276; H 0.265; H 0.285

=====

Entry 5:
Entry from the OMol25 dataset: a structure of composition C16H17CrN8O6S2 in a non-equilibrium geometry (the ωB97M-V functional and the def2-TZVPD basis).

```
50
Properties=species:S:1:pos:R:3:forces:R:3
C 2.189 3.234 1.923 -0.28 -0.40 0.06
C -1.018 0.895 4.055 0.22 -0.19 -0.03
C 2.197 -3.835 0.047 -0.33 -0.10 -0.16
N -4.291 1.410 0.874 0.38 -0.35 -0.15
H -2.553 -1.404 0.208 0.01 -0.08 0.00
S 0.102 -0.307 3.375 0.00 -0.01 -0.11
C -0.543 1.946 4.823 0.02 -0.07 -0.01
C -2.084 1.801 0.051 0.33 -0.24 -0.06
H -3.365 4.273 6.337 -0.04 -0.02 0.08
H 1.354 -4.110 0.681 0.03 -0.05 0.02
O 0.329 -3.029 -2.484 0.07 -0.11 0.12
C -4.004 0.113 0.757 -0.59 0.41 0.18
C 2.152 -2.402 -0.138 0.39 0.51 0.19
O 1.314 -0.291 4.152 -0.12 0.18 -0.06
H 0.520 2.012 5.003 0.00 0.05 0.03
N -3.684 3.730 5.554 0.01 0.12 -0.13
H -3.519 3.293 0.595 0.08 0.02 -0.03
C -3.262 1.694 4.316 -0.04 0.04 0.02
N 2.116 -1.253 -0.220 1.03 -0.62 0.00
C -2.768 -0.349 0.310 0.73 0.16 -0.30
H 2.603 3.923 2.650 0.03 0.11 -0.07
O -0.090 -0.657 -2.114 0.02 0.08 -0.40
Cr 0.114 -0.276 -0.172 0.72 -1.22 -0.13
C -2.376 0.762 3.808 -0.02 0.02 -0.04
H 2.052 -4.296 -0.928 0.02 -0.08 -0.01
N -1.790 0.488 -0.050 -2.95 0.83 0.32
H 2.888 4.280 0.172 -0.01 -0.01 -0.01
N 0.343 0.199 1.847 0.40 0.22 1.06
N 1.115 1.452 0.204 0.58 1.32 0.24
C 1.767 2.496 -0.281 -0.20 -0.33 0.16
H 1.818 2.567 -1.361 0.04 0.03 -0.03
C -3.301 2.234 0.514 -0.31 0.19 0.12
N -4.991 -0.784 1.127 0.21 -0.06 -0.01
H -4.648 3.453 5.610 -0.02 -0.02 0.07
H -1.316 2.495 -0.263 -0.02 0.05 0.04
C 2.342 3.432 0.561 0.25 0.34 -0.05
H -1.064 3.697 5.944 0.00 0.01 -0.02
H -2.728 -0.078 3.221 -0.02 0.02 0.04
C 1.033 1.325 1.569 -0.24 -0.28 -0.26
C -2.799 2.765 5.083 0.14 -0.15 -0.03
N 1.530 2.200 2.442 0.21 0.23 0.07
H -5.920 -0.400 1.087 -0.04 -0.01 -0.01
O -0.622 -1.546 3.281 -0.07 0.07 -0.14
O -1.960 -2.217 -2.388 -0.21 0.09 0.00
O -0.578 -2.168 -0.385 -0.23 -0.19 0.21
H -4.324 1.598 4.117 0.01 0.00 -0.04
H 3.137 -4.138 0.505 -0.02 0.01 -0.03
S -0.602 -2.075 -1.906 -0.02 -0.51 -0.76
C -1.430 2.875 5.338 -0.07 0.04 0.01
H -4.894 -1.701 0.722 -0.08 -0.03 0.01
```
Positions in Å, forces in eV/Å.

Values from the calculation:
Charge: -1
HOMO-LUMO gap (alpha / beta) (eV): 5.3 / 8.2
<S²>: 6.0187
Energy above the lowest of the compared OMol25 structures with the same formula, charge and spin (kcal per mole): 9.4
Largest force on an atom (hartree/bohr): 0.0600
HOMO (alpha / beta) (eV): -2.665 / -5.622
E_tot (Ha): -3350.4395
2S+1: 5

Atom charges from the natural (NBO) analysis, given in e for atoms 1 to 6: C 0.106; C -0.383; C -0.732; N -0.456; H 0.257; S 2.349

=====

Entry 6:
Entry from the OMol25 dataset: a structure of composition C4H4OPS2 in a non-equilibrium geometry (the ωB97M-V functional and the def2-TZVPD basis).

```
12
Properties=species:S:1:pos:R:3:forces:R:3
C 0.067 0.285 -0.414 -0.05 1.87 2.97
C -0.391 -1.033 -0.199 -0.16 -0.20 0.00
H 1.361 0.302 2.104 0.29 -0.19 -0.20
C -0.498 -1.706 -1.374 0.20 0.15 -0.48
S -0.771 -1.285 1.485 -0.35 -0.07 0.34
H 0.665 2.149 1.390 -0.17 0.28 -0.21
H 0.492 1.632 -2.078 0.13 0.16 -0.09
C 0.231 0.672 -1.676 0.01 -0.55 -0.83
H -0.770 -2.716 -1.599 -0.18 -0.33 0.13
O -0.439 1.451 3.216 -0.40 -1.23 -1.59
P 0.137 0.935 1.888 0.76 0.17 -0.48
S -0.084 -0.687 -2.743 -0.08 -0.06 0.46
```
Positions in Å, forces in eV/Å.

Values from the calculation:
Charge: -1
HOMO-LUMO gap (eV): 7.1
Largest force on an atom (hartree/bohr): 0.0682
HOMO (eV): -3.960
E_tot (Ha): -1367.7684

Atom charges from the natural (NBO) analysis, given in e for atoms 1 to 6: C -0.240; C -0.276; H -0.112; C -0.445; S -0.187; H -0.143

=====

Entry 7:
Entry from the OMol25 dataset: a cluster of 2 separate species, C3H12NO in total in a non-equilibrium geometry (the ωB97M-V functional and the def2-TZVPD basis).

```
17
Properties=species:S:1:pos:R:3:forces:R:3
H -2.476 -0.391 -0.931 -0.37 0.47 0.41
O -1.800 1.340 -0.205 -1.57 -0.44 -0.76
H 2.226 -1.852 1.113 -0.04 0.20 -0.17
H 1.467 -0.009 -1.678 -0.32 0.10 1.37
H 1.675 0.596 1.528 -1.10 -1.99 -1.87
H 0.574 -1.883 1.491 1.75 0.42 -1.73
H 0.092 0.241 0.548 1.29 -0.59 0.35
N 1.314 -1.543 0.755 -2.06 -0.60 1.37
H 1.793 1.519 -0.841 0.83 -1.58 0.41
H -3.630 0.834 -1.184 -0.40 0.90 -0.18
C 1.891 0.387 -0.702 0.64 0.08 -1.31
H 2.953 -0.067 -0.791 -1.36 1.45 0.61
H 1.140 -2.032 -0.171 0.21 0.68 1.28
C 1.191 -0.022 0.618 0.62 1.58 -0.19
H -3.450 0.279 0.519 -0.17 0.58 -0.22
H -2.060 2.096 0.351 0.00 0.64 0.57
C -2.900 0.507 -0.419 2.03 -1.90 0.06
```
Positions in Å, forces in eV/Å.

Values from the calculation:
Charge: +2
HOMO-LUMO gap (alpha / beta) (eV): 12.2 / 5.4
<S²>: 0.7544
Energy above the lowest of the compared OMol25 structures with the same formula, charge and spin (kcal per mole): 13.9
Largest force on an atom (hartree/bohr): 0.0573
HOMO (alpha / beta) (eV): -19.714 / -19.699
E_tot (Ha): -250.6845
2S+1: 2

Atom charges from the natural (NBO) analysis, given in e for atoms 1 to 6: H 0.268; O -0.188; H 0.466; H 0.239; H 0.282; H 0.462

=====

Entry 8:
Entry from the OMol25 dataset: the ion C4H13N3 with charge +2 in a non-equilibrium geometry (the ωB97M-V functional and the def2-TZVPD basis).

```
20
Properties=species:S:1:pos:R:3:forces:R:3
C 0.932 -1.880 0.160 1.27 -1.19 0.16
H -2.567 0.525 0.991 0.29 -0.10 -0.08
H 1.810 -1.580 0.736 -0.18 0.12 0.03
H 1.361 -0.199 -1.989 -0.01 0.07 -0.05
H 1.189 1.842 0.938 -0.11 -0.12 0.01
H -1.617 -2.028 0.832 0.04 -0.09 0.11
C 1.430 0.518 -1.174 0.66 -0.12 -0.75
N 0.260 0.427 -0.318 -0.15 0.31 -0.20
H 1.271 -2.130 -0.849 -0.22 0.20 -0.01
H 0.504 -2.781 0.597 -0.09 0.15 0.01
C 0.179 1.532 0.650 0.46 0.58 0.75
H -0.303 2.401 0.203 -0.10 -0.07 -0.09
N -0.043 -0.823 0.142 -1.95 -0.05 0.50
N -2.208 -0.014 0.183 -0.37 0.16 -0.17
H -3.050 -0.346 -0.329 0.37 -0.01 0.08
H 2.369 0.375 -0.634 -0.09 0.00 0.12
H 1.450 1.517 -1.609 -0.15 -0.07 0.08
H -0.336 1.243 1.565 -0.06 -0.08 0.02
C -1.279 -1.068 0.476 1.04 -0.07 -0.20
H -1.584 0.599 -0.403 -0.66 0.38 -0.33
```
Positions in Å, forces in eV/Å.

Values from the calculation:
SMILES: CN(C)/[N+](C)=C\[NH3+]
Charge: +2
HOMO-LUMO gap (eV): 9.2
Energy above the lowest of the compared OMol25 structures with the same formula, charge and spin (kcal per mole): 101.5
Largest force on an atom (hartree/bohr): 0.0391
HOMO (eV): -19.150
E_tot (Ha): -323.7312

Atom charges from the natural (NBO) analysis, given in e for atoms 1 to 6: C -0.459; H 0.491; H 0.277; H 0.243; H 0.266; H 0.287

=====

largest force on an atom of number 5 (C16H17CrN8O6S2)? 0.0600 hartree/bohr